No. 1
Entry from OMol25: the ion C4H11N2S with charge -1 at a distorted geometry (the ωB97M-V functional and the def2-TZVPD basis).

```
18
Properties=species:S:1:pos:R:3:lowdin_charge:R:1
C 1.40 -1.81 0.77 -0.157
N 0.56 -0.66 1.07 -0.110
C -0.12 0.00 -0.03 -0.470
C 0.16 1.52 -0.08 -0.281
N -0.39 2.20 -1.26 -0.049
C -1.58 -0.46 -0.07 -0.690
S -2.69 0.21 -1.37 0.172
H 1.97 -2.01 1.67 0.065
H 0.77 -2.65 0.46 0.068
H 2.10 -1.71 -0.08 0.068
H 1.15 -0.05 1.62 0.080
H 0.33 -0.34 -0.99 0.127
H 1.23 1.69 0.06 0.093
H -0.36 1.93 0.80 0.101
H -1.29 1.72 -1.45 -0.115
H 0.35 2.19 -1.94 0.030
H -2.07 -0.23 0.88 0.035
H -1.52 -1.56 -0.07 0.035
```

As for the SMILES: CN[C@H](CN)C[S-]. The multiplicity is 1. The value obtained for the energy above the lowest of the compared OMol25 structures with the same formula, charge and spin is 24.7 kcal per mole. As for the charge: -1.

---

No. 2
Entry from OMol25: the ion C4H11N2S with charge -1 at a distorted geometry (the ωB97M-V functional and the def2-TZVPD basis).

```
18
Properties=species:S:1:pos:R:3:lowdin_charge:R:1
C 0.59 1.05 -1.78 -0.186
C 0.51 0.70 -0.28 -0.484
C 1.57 -0.42 -0.37 -0.765
S 3.21 0.19 -0.77 0.175
N -0.79 0.30 0.13 -0.044
C -1.11 -0.91 1.06 -0.249
N -2.12 -0.64 2.14 -0.045
H -0.05 1.93 -2.05 0.051
H 1.63 1.13 -2.14 -0.029
H 0.18 0.30 -2.62 0.107
H 0.79 1.49 0.37 0.106
H 1.25 -1.22 -1.01 0.051
H 1.55 -0.81 0.54 -0.037
H -1.60 0.48 -0.44 0.086
H -0.19 -1.11 1.47 0.060
H -1.69 -1.67 0.40 0.119
H -1.77 -1.09 3.01 0.060
H -1.96 0.32 2.35 0.024
```

As for the SMILES: C[C@H](C[S-])NCN. The multiplicity is 1. The value obtained for the energy above the lowest of the compared OMol25 structures with the same formula, charge and spin is 60.6 kcal per mole. As for the charge: -1.

---

Number 1: gap between HOMO and LUMO 6.17 eV, energy -666.70722 Eh. Number 2: gap between HOMO and LUMO 6.07 eV, energy -666.64992 Eh.